The following is a quantum chemistry calculation of C17H26IN4O3PSTl as an isolated structure, from the OMol25 dataset.

Geometry (Å):
Tl  0.807  -0.041  -0.862
C  -1.505  -4.686  1.822
O  -1.233  -3.671  2.778
C  -0.645  -2.556  2.233
O  -0.430  -2.445  1.051
N  -0.361  -1.666  3.205
N  0.196  -0.391  3.003
H  -1.983  -5.492  2.377
H  -0.585  -5.040  1.357
H  -2.168  -4.320  1.038
H  -0.625  -1.906  4.150
H  1.092  -0.461  2.490
H  -0.414  0.181  2.420
C  -4.339  1.780  0.459
C  -4.067  0.508  0.945
C  -2.893  -0.110  0.534
N  -2.025  0.466  -0.292
C  -2.280  1.690  -0.756
C  -3.436  2.381  -0.408
H  -5.244  2.299  0.757
H  -4.740  0.002  1.627
H  -2.627  -1.101  0.885
H  -1.524  2.097  -1.419
H  -3.612  3.372  -0.811
C  0.383  1.207  -2.548
H  -0.562  0.828  -2.966
H  1.171  0.937  -3.268
S  3.536  0.857  0.124
C  2.395  -0.016  0.880
C  1.814  4.037  2.306
P  0.536  3.576  1.119
C  1.270  3.817  -0.491
C  -0.722  4.874  1.279
O  -0.050  2.239  1.423
H  2.150  5.061  2.144
H  2.652  3.350  2.173
H  1.429  3.924  3.317
H  1.248  4.874  -0.761
H  0.788  3.194  -1.268
H  2.304  3.468  -0.468
H  -0.317  5.859  1.051
H  -1.118  4.865  2.294
H  -1.536  4.648  0.592
I  4.882  -4.606  -6.498
C  3.356  -3.652  -3.879
C  2.786  -4.834  -3.481
C  1.751  -4.755  -2.552
C  1.359  -3.506  -2.097
N  1.921  -2.369  -2.496
C  2.918  -2.440  -3.388
H  3.129  -5.779  -3.880
H  1.249  -5.650  -2.190
H  0.565  -3.404  -1.363
H  3.352  -1.497  -3.692

Results
gap between HOMO and LUMO (spin up / spin down)	3.9 / 3.9	eV
highest occupied orbital energy (spin up / spin down)	0.1 / 0.1	eV
relative energy (zero: lowest compared OMol25 entry of this formula, charge and spin)	0.0	kJ/mol
total charge	-2
LUMO energy (spin up / spin down)	4.024 / 4.023	eV
multiplicity	2
E_tot	-63066.9014	eV